{
  "formula": "C62H153N5O26",
  "method": "ωB97M-V/def2-TZVPD",
  "s2": 0.76,
  "charge": 1,
  "homo_ha": [-0.376, -0.376],
  "multiplicity": 2,
  "orbital_gap_ev": [8.05, 1.84],
  "e_lumo_ev": [-2.19, -8.40],
  "species": ["C", "O", "C", "C", "O", "C", "C", "O", "C", "H", "H", "H", "H", "H", "H", "H", "H", "H", "H", "H", "H", "H", "H", "C", "O", "C", "C", "O", "C", "C", "O", "C", "H", "H", "H", "H", "H", "H", "H", "H", "H", "H", "H", "H", "H", "H", "C", "O", "C", "C", "O", "C", "C", "O", "C", "H", "H", "H", "H", "H", "H", "H", "H", "H", "H", "H", "H", "H", "H", "C", "O", "C", "C", "O", "C", "C", "O", "C", "H", "H", "H", "H", "H", "H", "H", "H", "H", "H", "H", "H", "H", "H", "C", "O", "C", "C", "O", "C", "C", "O", "C", "H", "H", "H", "H", "H", "H", "H", "H", "H", "H", "H", "H", "H", "H", "C", "O", "C", "C", "O", "C", "C", "O", "C", "H", "H", "H", "H", "H", "H", "H", "H", "H", "H", "H", "H", "H", "H", "C", "O", "C", "C", "O", "C", "C", "O", "C", "H", "H", "H", "H", "H", "H", "H", "H", "H", "H", "H", "H", "H", "H", "C", "C", "C", "O", "C", "N", "H", "H", "H", "H", "H", "H", "H", "H", "H", "H", "H", "C", "C", "C", "O", "C", "N", "H", "H", "H", "H", "H", "H", "H", "H", "H", "H", "H", "C", "C", "C", "O", "C", "N", "H", "H", "H", "H", "H", "H", "H", "H", "H", "H", "H", "C", "C", "C", "O", "C", "N", "H", "H", "H", "H", "H", "H", "H", "H", "H", "H", "H", "C", "C", "C", "O", "C", "N", "H", "H", "H", "H", "H", "H", "H", "H", "H", "H", "H"],
  "positions_angstrom": [[2.5931, 9.0520, -7.2914], [3.6514, 10.0148, -7.3839], [3.2221, 11.3470, -7.0686], [4.4023, 12.3123, -7.1158], [4.6547, 12.7160, -8.4644], [5.7519, 13.6863, -8.5938], [6.0708, 14.0884, -10.0489], [6.7004, 13.1823, -10.9514], [7.7821, 12.4435, -10.5535], [2.6986, 8.4447, -6.3924], [2.7297, 8.3959, -8.1511], [1.5704, 9.4272, -7.3284], [2.8405, 11.3653, -6.0477], [2.3750, 11.6120, -7.7013], [5.2702, 11.8616, -6.6344], [4.1618, 13.2516, -6.6178], [6.6458, 13.3059, -8.0994], [5.5125, 14.4825, -7.8889], [6.6328, 15.0145, -9.9280], [5.1603, 14.4745, -10.5071], [7.8390, 11.7638, -11.4037], [7.6863, 11.8584, -9.6388], [8.7022, 13.0272, -10.5261], [-2.6141, 13.7948, -10.3330], [-1.6242, 12.8121, -10.5364], [-0.4307, 13.3451, -11.1796], [0.7548, 13.6134, -10.2622], [0.3013, 14.5700, -9.3305], [1.2116, 14.9255, -8.2706], [1.0092, 16.3602, -7.8026], [2.0833, 16.6730, -6.9414], [2.2928, 18.0726, -6.6388], [-3.4579, 13.2722, -9.8826], [-2.8980, 14.3246, -11.2424], [-2.1961, 14.5302, -9.6456], [-0.5576, 14.1553, -11.8975], [-0.1253, 12.5341, -11.8408], [1.6034, 13.8721, -10.8954], [1.0148, 12.7127, -9.7061], [2.2578, 14.8914, -8.5747], [1.1455, 14.2652, -7.4059], [0.0306, 16.3598, -7.3226], [1.0398, 16.9577, -8.7138], [2.3672, 18.7057, -7.5229], [3.1309, 18.3449, -5.9974], [1.4755, 18.3688, -5.9812], [9.7700, 5.0698, -6.3142], [8.7674, 6.0603, -6.1659], [8.0921, 6.4369, -7.4134], [7.1917, 7.6935, -7.1836], [7.9840, 8.9098, -7.2191], [7.2879, 10.1664, -7.0474], [8.1761, 11.2380, -6.4154], [8.8719, 11.9963, -7.4751], [9.7547, 12.9862, -7.0472], [9.3820, 4.0736, -6.5262], [10.2711, 4.9512, -5.3535], [10.4361, 5.3109, -7.1427], [7.4134, 5.6257, -7.6770], [8.7265, 6.6804, -8.2657], [6.6986, 7.6186, -6.2144], [6.4714, 7.8062, -7.9938], [6.4832, 9.9309, -6.3509], [6.9634, 10.5554, -8.0125], [8.8768, 10.7839, -5.7147], [7.6180, 11.8982, -5.7516], [9.2066, 13.8155, -6.6000], [10.1164, 13.3561, -8.0066], [10.5759, 12.5523, -6.4768], [6.5256, 13.8281, 0.7154], [6.3051, 14.9026, 1.5989], [7.5503, 15.4128, 2.1179], [7.2385, 16.4701, 3.1118], [8.3638, 17.2963, 3.4216], [7.9938, 18.1376, 4.4770], [8.9965, 19.2795, 4.5677], [8.4796, 20.3712, 5.2268], [8.7072, 20.4087, 6.6008], [5.6141, 13.3592, 0.3447], [7.1592, 13.0659, 1.1688], [7.1017, 14.2392, -0.1137], [8.1765, 15.7559, 1.2943], [8.1092, 14.6444, 2.6521], [6.7354, 16.1640, 4.0290], [6.4395, 17.0579, 2.6599], [7.9383, 17.5773, 5.4104], [6.9992, 18.5712, 4.3731], [9.3015, 19.5003, 3.5448], [9.9243, 18.8392, 4.9328], [9.0670, 21.3948, 6.8945], [9.4244, 19.6771, 6.9729], [7.7992, 20.1997, 7.1664], [9.6849, 26.1734, -3.0488], [8.3236, 26.0464, -2.5087], [7.2879, 26.1927, -3.4854], [5.8814, 26.3019, -2.8374], [5.5472, 24.9791, -2.2769], [4.8440, 23.9966, -3.0875], [5.1756, 22.5969, -2.4780], [4.4985, 21.5068, -3.1339], [4.5888, 20.3388, -2.3607], [9.9922, 25.3310, -3.6685], [10.3441, 26.2073, -2.1814], [9.9215, 27.0943, -3.5818], [7.4226, 25.3107, -4.1115], [7.4536, 26.9779, -4.2231], [5.1181, 26.4835, -3.5940], [5.9933, 27.0192, -2.0243], [5.1321, 24.1110, -4.1325], [3.7567, 24.0741, -3.0860], [4.8637, 22.6162, -1.4337], [6.2179, 22.3059, -2.6086], [4.1548, 20.4224, -1.3643], [5.5731, 19.9398, -2.1160], [4.0801, 19.5400, -2.9005], [4.6829, 18.4086, -8.8782], [5.4721, 18.3928, -10.0157], [4.8655, 18.8969, -11.1943], [4.1567, 17.8922, -12.1208], [5.0520, 16.8914, -12.5877], [4.4702, 15.9866, -13.4941], [5.4284, 14.8289, -13.8916], [6.5601, 15.2503, -14.7301], [7.1984, 14.1514, -15.3592], [4.6617, 19.4555, -8.5757], [5.0592, 17.8086, -8.0496], [3.6538, 18.1013, -9.0645], [5.6946, 19.1891, -11.8387], [4.4409, 19.8724, -10.9570], [3.7165, 18.5156, -12.8991], [3.3542, 17.4105, -11.5621], [4.0662, 16.4116, -14.4129], [3.6613, 15.4424, -13.0065], [4.8689, 14.1479, -14.5328], [5.8678, 14.4088, -12.9869], [8.1892, 14.3972, -15.7413], [6.5950, 13.9628, -16.2471], [7.3920, 13.3031, -14.7026], [13.6489, 22.2661, 2.2457], [12.5335, 21.9211, 1.4644], [11.4124, 22.7643, 1.6851], [10.3472, 22.3659, 0.6659], [9.9301, 21.0170, 1.0308], [8.5502, 20.7396, 0.8462], [8.1291, 20.9213, -0.5922], [8.7783, 20.2092, -1.5436], [8.4981, 18.7743, -1.6100], [14.5306, 21.6816, 1.9829], [13.4859, 22.0958, 3.3099], [13.9127, 23.3234, 2.2216], [11.7393, 23.8010, 1.6043], [10.9645, 22.7250, 2.6780], [10.7689, 22.4049, -0.3385], [9.4669, 23.0084, 0.6839], [8.0423, 21.4702, 1.4758], [8.2930, 19.7182, 1.1267], [8.2124, 21.9258, -1.0073], [7.0622, 20.6982, -0.5806], [8.9274, 18.1656, -0.8142], [8.9216, 18.4186, -2.5492], [7.4174, 18.6775, -1.7142], [1.7229, 14.0701, -4.3751], [1.3316, 13.3482, -3.0946], [0.3008, 12.2697, -3.3103], [-0.9524, 12.9973, -3.4776], [-2.0085, 12.2147, -3.9791], [2.6299, 12.7331, -2.6041], [2.3089, 14.9453, -4.0943], [0.8319, 14.4634, -4.8645], [2.2494, 13.3900, -5.0447], [0.9068, 14.0037, -2.3344], [0.2722, 11.5872, -2.4610], [0.5967, 11.6337, -4.1446], [-2.9460, 12.7398, -4.1619], [-2.1607, 11.4609, -3.2066], [-1.8108, 11.6976, -4.9180], [3.3322, 13.4477, -2.7315], [2.5826, 12.6308, -1.6004], [0.3258, 22.3477, -3.3724], [0.4990, 21.2405, -2.3795], [0.6906, 19.8178, -3.0109], [0.8814, 18.7254, -2.1640], [0.8264, 17.4513, -2.8298], [1.7302, 21.5684, -1.6193], [-0.0932, 22.0926, -4.3458], [1.2586, 22.7256, -3.7910], [-0.2851, 23.1330, -2.9272], [-0.1568, 21.2643, -1.5092], [1.5165, 19.9247, -3.7142], [-0.2023, 19.6286, -3.6069], [1.6458, 17.2953, -3.5315], [-0.0657, 17.2190, -3.4114], [0.9473, 16.6631, -2.0867], [2.5194, 21.5300, -2.2485], [1.9278, 20.7836, -1.0151], [6.9132, 15.1265, -4.5256], [5.4302, 15.4047, -4.4789], [5.1196, 16.4311, -3.3490], [5.4158, 15.7466, -2.1134], [4.8591, 16.5136, -0.9544], [5.0936, 15.9686, -5.7923], [7.5248, 16.0261, -4.5952], [7.2563, 14.4642, -5.3204], [7.1583, 14.6254, -3.5892], [5.0228, 14.4252, -4.2283], [4.0534, 16.6459, -3.2768], [5.7098, 17.3344, -3.5034], [3.7734, 16.5083, -0.8581], [5.3360, 17.4930, -0.9916], [5.2870, 16.0484, -0.0664], [4.1398, 16.1223, -6.0868], [5.5576, 16.8439, -5.9888], [0.5359, 14.6262, 0.7429], [2.0445, 14.6318, 0.5514], [2.7084, 15.4952, 1.6456], [2.6966, 16.8989, 1.2493], [2.9106, 17.7830, 2.3320], [2.6391, 13.3600, 0.5877], [0.1377, 15.6249, 0.5632], [0.1243, 14.3122, 1.7021], [0.1423, 14.0452, -0.0911], [2.2850, 15.0547, -0.4241], [3.7739, 15.2767, 1.7161], [2.2404, 15.2413, 2.5968], [3.9487, 17.7570, 2.6636], [2.3484, 17.3316, 3.1494], [2.5174, 18.7611, 2.0548], [2.3854, 12.8801, 1.4395], [3.6475, 13.3398, 0.6394], [8.2638, 16.4624, -7.8155], [8.5906, 17.9697, -7.6955], [8.3823, 18.5889, -6.3043], [6.9392, 18.6697, -6.0981], [6.5023, 19.3839, -4.9880], [9.9473, 18.3145, -8.1968], [8.6879, 15.7585, -7.0994], [8.6634, 16.1552, -8.7820], [7.1923, 16.2685, -7.8634], [7.9146, 18.4676, -8.3906], [8.9007, 19.5345, -6.1458], [8.7640, 17.9350, -5.5202], [7.0130, 19.1682, -4.0495], [5.4520, 19.0994, -4.9236], [6.4795, 20.4505, -5.2118], [10.0248, 17.8400, -9.0850], [9.9403, 19.3032, -8.4032]]
}

{
  "formula": "C5H9NO2",
  "method": "ωB97M-V/def2-TZVPD",
  "smiles": "C=CCCNC(=O)O",
  "charge": 0,
  "homo_ha": -0.357,
  "de_lowest_kcal_mol": 25.1,
  "multiplicity": 1,
  "orbital_gap_ev": 10.34,
  "e_lumo_ev": 0.64,
  "species": ["C", "C", "C", "C", "N", "C", "O", "O", "H", "H", "H", "H", "H", "H", "H", "H", "H"],
  "positions_angstrom": [[2.9379, 1.5675, 1.1461], [1.6493, 1.7987, 0.9132], [0.8567, 1.0748, -0.1401], [0.6655, -0.4429, 0.2247], [-0.7092, -0.8433, 0.5425], [-1.6094, -0.9531, -0.4614], [-2.7984, -1.0485, -0.3014], [-1.0533, -1.0628, -1.7290], [3.4855, 2.1588, 1.8668], [3.4769, 0.8125, 0.5873], [1.1354, 2.5145, 1.5479], [-0.0730, 1.6077, -0.3409], [1.4566, 1.1662, -1.0537], [1.2578, -0.5469, 1.1308], [1.0205, -1.1015, -0.5533], [-1.1294, -0.6607, 1.4395], [-1.0878, -0.2009, -2.1543]]
}

{
  "formula": "CH6N3",
  "method": "ωB97M-V/def2-TZVPD",
  "charge": 1,
  "homo_ha": -0.583,
  "de_lowest_kcal_mol": 78.4,
  "multiplicity": 1,
  "orbital_gap_ev": 11.89,
  "e_lumo_ev": -3.97,
  "species": ["C", "N", "N", "N", "H", "H", "H", "H", "H", "H"],
  "positions_angstrom": [[-2.1253, -0.5589, 0.1441], [0.6444, -0.6187, -0.0631], [-1.8345, 0.4989, -0.1333], [0.8849, 0.7673, 0.0545], [-2.5886, -1.4719, 0.2240], [0.8010, -0.9550, -0.9926], [1.3954, -1.1496, 0.5232], [0.0615, 1.3765, -0.0696], [1.1977, 1.0425, 1.0121], [1.5634, 1.0690, -0.6993]]
}

{
  "formula": "C3H5NO2",
  "method": "ωB97M-V/def2-TZVPD",
  "charge": 0,
  "homo_ha": -0.354,
  "de_lowest_kcal_mol": 66.5,
  "multiplicity": 1,
  "orbital_gap_ev": 10.45,
  "e_lumo_ev": 0.83,
  "species": ["O", "C", "C", "N", "C", "O", "H", "H", "H", "H", "H"],
  "positions_angstrom": [[0.2953, 1.5419, -0.7501], [-0.1861, 0.6438, 0.1876], [-1.3956, -0.0577, -0.2193], [-0.2116, -0.8670, -0.0605], [2.0808, -0.6895, -0.3545], [2.3326, -1.6135, 0.2644], [1.1612, 1.8932, -0.5030], [0.0316, 0.9288, 1.2163], [-2.1985, -0.1608, 0.4927], [-1.6547, 0.0535, -1.2663], [-0.2598, -1.4406, 0.7927]]
}